1.
{"formula": "C8H6ClO2S", "method": "ωB97M-V with the def2-TZVPD basis set", "e_tot_ha": -1317.318015, "lumo_energy_ev": 3.20, "e_above_lowest_ev": 0.590, "total_charge": -1, "symbols": ["C", "C", "C", "C", "C", "C", "C", "C", "O", "O", "S", "Cl", "H", "H", "H", "H", "H", "H"], "positions_angstrom": [[1.90, -0.67, 1.44], [1.89, 0.67, 0.97], [1.00, -1.53, 0.94], [1.04, 1.00, 0.00], [0.19, -1.28, -0.14], [0.26, 0.11, -0.70], [-2.55, 0.94, 0.69], [-0.57, 0.42, -1.74], [-2.83, -0.10, 1.10], [-2.23, 1.93, 0.27], [-1.60, -0.83, -2.51], [-0.61, 2.02, -2.40], [2.50, -1.04, 2.28], [2.74, 1.39, 1.25], [0.92, -2.60, 1.39], [1.10, 2.05, -0.44], [-0.59, -1.86, -0.61], [-2.56, -0.62, -1.78]], "nbo_charge": [-0.39, -0.19, -0.18, -0.32, -0.32, -0.08, 1.03, -0.44, -0.54, -0.49, -0.02, -0.09, 0.19, 0.19, 0.18, 0.20, 0.22, 0.06]}



2.
{"formula": "C53H44O4PS4W", "method": "ωB97M-V with the def2-TZVPD basis set", "e_tot_ha": -4348.096670, "lumo_energy_ev": -4.49, "e_above_lowest_ev": 0.000, "total_charge": 1, "symbols": ["W", "S", "S", "S", "S", "C", "C", "C", "C", "C", "C", "P", "C", "C", "C", "C", "C", "C", "C", "C", "C", "C", "C", "C", "C", "C", "C", "C", "H", "H", "H", "H", "H", "H", "H", "H", "H", "H", "H", "H", "H", "H", "H", "H", "C", "C", "C", "O", "C", "C", "O", "C", "O", "C", "C", "C", "C", "C", "C", "C", "C", "C", "C", "C", "C", "C", "O", "C", "C", "C", "C", "C", "C", "C", "C", "C", "C", "C", "C", "H", "H", "H", "H", "H", "H", "H", "H", "H", "H", "H", "H", "H", "H", "H", "H", "H", "H", "H", "H", "H", "H", "H", "H", "H", "H", "H", "H"], "positions_angstrom": [[-0.96, 0.08, 0.69], [-3.01, -0.87, 1.90], [-2.26, 0.01, 3.62], [-2.16, 2.01, 3.21], [-0.47, 2.15, 2.00], [-6.92, 3.39, 1.25], [-6.38, 2.28, 1.86], [-5.14, 1.80, 1.48], [-4.41, 2.43, 0.48], [-4.95, 3.56, -0.14], [-6.20, 4.04, 0.25], [-2.85, 1.71, -0.20], [-2.08, 3.12, -1.06], [-1.96, 4.37, -0.44], [-1.35, 5.41, -1.11], [-0.85, 5.22, -2.39], [-0.93, 3.97, -3.00], [-1.54, 2.92, -2.33], [-3.51, 0.72, -1.59], [-4.54, 1.14, -2.39], [-5.00, 0.34, -3.44], [-4.43, -0.88, -3.68], [-3.37, -1.35, -2.87], [-2.78, -2.62, -3.08], [-1.80, -3.07, -2.24], [-1.36, -2.27, -1.18], [-1.84, -1.00, -0.95], [-2.90, -0.54, -1.80], [-7.89, 3.76, 1.54], [-6.93, 1.76, 2.64], [-4.75, 0.92, 1.97], [-4.41, 4.08, -0.91], [-6.61, 4.91, -0.23], [-2.35, 4.52, 0.56], [-1.26, 6.38, -0.64], [-0.37, 6.04, -2.92], [-0.52, 3.82, -3.99], [-1.62, 1.95, -2.79], [-5.01, 2.10, -2.20], [-5.82, 0.69, -4.06], [-4.79, -1.51, -4.48], [-3.13, -3.23, -3.91], [-1.36, -4.05, -2.38], [-0.62, -2.70, -0.52], [4.43, -2.43, -1.18], [4.17, -2.04, 0.27], [5.32, -2.38, 1.18], [3.87, -0.65, 0.38], [2.51, -0.44, 0.62], [1.90, -1.86, 0.62], [3.00, -2.71, 0.74], [0.91, -2.14, 1.79], [-0.13, -1.16, 1.63], [0.26, -3.52, 1.70], [-0.91, -3.73, 2.42], [-1.57, -4.95, 2.35], [-1.06, -5.97, 1.56], [0.11, -5.77, 0.86], [0.78, -4.55, 0.92], [1.61, -1.96, 3.14], [1.46, -0.79, 3.87], [2.13, -0.62, 5.07], [2.96, -1.62, 5.54], [3.11, -2.80, 4.82], [2.43, -2.97, 3.62], [1.90, 0.57, -0.41], [0.48, 0.52, -0.24], [2.36, 1.99, -0.05], [3.53, 2.24, 0.66], [3.93, 3.54, 0.91], [3.18, 4.61, 0.44], [2.01, 4.37, -0.26], [1.60, 3.07, -0.50], [2.27, 0.26, -1.85], [1.32, -0.30, -2.71], [1.64, -0.58, -4.03], [2.91, -0.29, -4.51], [3.85, 0.27, -3.66], [3.54, 0.55, -2.34], [5.24, -1.82, -1.59], [3.54, -2.27, -1.78], [4.71, -3.48, -1.22], [6.21, -1.82, 0.88], [5.53, -3.45, 1.13], [5.07, -2.11, 2.21], [2.38, 0.01, 1.61], [1.37, -2.03, -0.33], [-1.29, -2.95, 3.06], [-2.48, -5.09, 2.92], [-1.58, -6.92, 1.50], [0.53, -6.57, 0.26], [1.69, -4.41, 0.37], [0.81, 0.00, 3.51], [2.01, 0.30, 5.63], [3.50, -1.49, 6.48], [3.75, -3.58, 5.19], [2.54, -3.89, 3.06], [4.14, 1.42, 1.03], [4.85, 3.72, 1.46], [3.51, 5.62, 0.63], [1.41, 5.19, -0.62], [0.69, 2.88, -1.05], [0.32, -0.52, -2.34], [0.90, -1.02, -4.68], [3.16, -0.51, -5.54], [4.84, 0.50, -4.03], [4.27, 0.98, -1.68]], "lowdin_charge": [1.36, 0.14, 0.03, 0.03, 0.16, -0.06, -0.06, -0.12, -0.34, -0.11, -0.06, 0.98, -0.38, -0.11, -0.07, -0.07, -0.06, -0.09, -0.31, -0.05, -0.04, -0.01, -0.15, 0.00, -0.05, -0.10, -0.29, -0.20, 0.11, 0.11, 0.01, 0.10, 0.11, 0.11, 0.12, 0.11, 0.11, 0.11, 0.11, 0.11, 0.12, 0.12, 0.12, 0.08, 0.04, -0.54, 0.04, -0.01, -0.15, -0.17, -0.01, -0.29, -0.39, -0.17, -0.03, -0.05, -0.07, -0.06, -0.03, -0.13, -0.04, -0.06, -0.07, -0.06, -0.01, -0.29, -0.31, -0.16, -0.02, -0.05, -0.06, -0.05, -0.04, -0.14, -0.02, -0.06, -0.07, -0.06, -0.02, 0.10, 0.09, 0.10, 0.10, 0.10, 0.09, 0.16, 0.15, 0.09, 0.11, 0.11, 0.11, 0.12, 0.06, 0.11, 0.11, 0.11, 0.12, 0.12, 0.11, 0.11, 0.09, 0.09, 0.09, 0.11, 0.11, 0.11, 0.12]}



3.
{"formula": "C7H6NO3", "method": "ωB97M-V with the def2-TZVPD basis set", "e_tot_ha": -550.632950, "lumo_energy_ev": [3.78, 3.77], "e_above_lowest_ev": 5.356, "smiles": "O=Cc1ccccc1O[N-]O", "total_charge": -1, "symbols": ["O", "C", "C", "C", "C", "C", "C", "C", "O", "N", "O", "H", "H", "H", "H", "H", "H"], "positions_angstrom": [[1.84, -2.13, 0.02], [0.56, -2.01, 0.00], [-0.14, -0.74, 0.03], [-1.53, -0.89, 0.15], [-2.36, 0.18, 0.19], [-1.83, 1.47, -0.01], [-0.48, 1.68, -0.13], [0.53, 0.57, 0.00], [1.67, 1.26, 0.08], [3.06, 1.26, -0.06], [3.61, -0.02, 0.17], [0.12, -2.98, -0.17], [-1.99, -1.79, -0.02], [-3.39, -0.01, 0.16], [-2.55, 2.17, -0.01], [0.03, 2.64, -0.41], [2.83, -0.66, -0.01]], "nbo_charge": [-0.73, 0.26, -0.27, -0.17, -0.29, -0.27, -0.21, 0.25, -0.38, 0.06, -0.62, 0.12, 0.19, 0.18, 0.18, 0.21, 0.49]}



4.
{"formula": "C31H49BrF5IN6O3P", "method": "ωB97M-V with the def2-TZVPD basis set", "e_tot_ha": -5476.941836, "lumo_energy_ev": [-4.44, -4.44], "total_charge": 1, "multiplicity": 3, "symbols": ["C", "C", "I", "C", "N", "C", "N", "C", "C", "F", "F", "C", "C", "C", "C", "C", "C", "F", "F", "F", "C", "N", "P", "O", "Br", "N", "H", "H", "H", "H", "H", "H", "H", "H", "H", "H", "H", "H", "H", "C", "C", "C", "C", "C", "C", "N", "O", "C", "C", "C", "H", "H", "H", "H", "H", "H", "H", "H", "H", "H", "H", "H", "H", "H", "H", "H", "H", "H", "C", "C", "C", "C", "C", "C", "N", "O", "C", "C", "C", "H", "H", "H", "H", "H", "H", "H", "H", "H", "H", "H", "H", "H", "H", "H", "H", "H", "H"], "positions_angstrom": [[0.18, -6.55, -1.11], [0.12, -5.00, -1.17], [1.15, -4.42, -2.99], [0.90, -4.48, 0.04], [0.55, -3.13, 0.45], [-0.61, -2.85, 1.03], [-1.59, -3.64, 1.30], [-2.52, -2.85, 1.91], [-3.82, -3.38, 2.39], [-3.55, -4.34, 3.34], [-4.56, -2.41, 3.02], [-4.69, -4.03, 1.33], [-4.45, -3.98, -0.03], [-5.33, -4.63, -0.86], [-6.41, -5.31, -0.40], [-6.67, -5.34, 0.95], [-7.87, -6.05, 1.54], [-7.64, -7.35, 1.76], [-8.92, -5.96, 0.68], [-8.27, -5.46, 2.68], [-5.80, -4.70, 1.79], [-2.04, -1.47, 2.00], [-2.75, -0.01, 2.69], [-3.14, -0.32, 4.24], [-1.00, 1.40, 2.88], [-0.84, -1.49, 1.42], [1.16, -6.82, -0.71], [0.14, -6.99, -2.11], [-0.61, -6.95, -0.47], [-0.91, -4.64, -1.23], [1.96, -4.45, -0.24], [0.86, -5.20, 0.87], [1.21, -2.37, 0.33], [-3.59, -3.43, -0.38], [-5.15, -4.59, -1.93], [-7.07, -5.83, -1.10], [-6.00, -4.72, 2.86], [-2.85, -1.22, 4.47], [-0.19, -0.73, 1.28], [6.19, -2.11, -5.76], [4.83, -2.43, -6.45], [4.75, -1.75, -7.83], [4.35, -0.28, -7.82], [3.13, -0.05, -6.92], [3.35, -0.59, -5.51], [3.72, -2.04, -5.54], [2.66, -2.73, -5.84], [4.44, 0.25, -4.82], [2.10, -0.36, -4.67], [4.87, -3.94, -6.71], [6.06, -1.79, -4.73], [6.83, -2.99, -5.70], [6.75, -1.33, -6.28], [4.01, -2.28, -8.44], [5.70, -1.86, -8.35], [5.19, 0.34, -7.50], [4.11, 0.04, -8.84], [2.91, 1.02, -6.88], [2.26, -0.52, -7.38], [4.63, -0.12, -3.81], [4.11, 1.28, -4.73], [5.38, 0.28, -5.35], [1.21, -0.81, -5.11], [1.90, 0.71, -4.58], [2.22, -0.77, -3.67], [4.89, -4.49, -5.77], [5.77, -4.20, -7.26], [4.02, -4.28, -7.30], [-1.32, 5.09, 3.89], [-0.15, 5.41, 4.87], [-0.63, 5.43, 6.33], [-1.31, 6.73, 6.78], [-0.48, 7.94, 6.37], [-0.17, 7.95, 4.87], [0.50, 6.68, 4.45], [1.73, 6.69, 4.88], [-1.48, 8.17, 4.09], [0.68, 9.16, 4.52], [0.80, 4.21, 4.74], [-1.35, 5.78, 3.05], [-1.21, 4.11, 3.44], [-2.29, 5.12, 4.39], [0.22, 5.26, 6.99], [-1.32, 4.59, 6.49], [-2.32, 6.79, 6.37], [-1.42, 6.72, 7.86], [-1.01, 8.86, 6.64], [0.45, 7.95, 6.94], [-1.30, 8.16, 3.02], [-1.91, 9.14, 4.35], [-2.25, 7.43, 4.31], [1.61, 9.20, 5.09], [0.14, 10.08, 4.74], [0.94, 9.17, 3.46], [1.23, 4.16, 3.73], [0.25, 3.29, 4.92], [1.62, 4.24, 5.46]], "lowdin_charge": [-0.17, -0.75, 0.89, -0.26, 0.10, -0.31, 0.26, -0.07, -0.41, 0.11, 0.10, -0.12, -0.01, -0.05, 0.01, -0.09, -0.57, 0.16, 0.14, 0.15, 0.05, -0.21, 0.62, -0.31, 0.40, 0.08, 0.08, 0.05, 0.08, 0.06, 0.10, 0.13, 0.16, 0.11, 0.12, 0.14, 0.15, 0.07, 0.12, -0.03, -0.47, -0.13, -0.17, -0.14, -0.50, -0.08, -0.07, -0.04, -0.05, -0.05, 0.07, 0.08, 0.08, 0.12, 0.13, 0.11, 0.12, 0.13, 0.13, 0.09, 0.09, 0.06, 0.08, 0.09, 0.07, 0.09, 0.09, 0.08, -0.03, -0.47, -0.13, -0.17, -0.14, -0.50, -0.08, -0.01, -0.04, -0.04, -0.07, 0.08, -0.01, 0.08, 0.12, 0.12, 0.10, 0.11, 0.13, 0.13, 0.09, 0.09, 0.06, 0.08, 0.09, 0.09, 0.09, 0.05, 0.08]}



5.
{"formula": "C5H8N2", "method": "ωB97M-V with the def2-TZVPD basis set", "e_tot_ha": -304.742141, "lumo_energy_ev": 0.79, "e_above_lowest_ev": 2.540, "smiles": "CC1(C)CN1C#N", "total_charge": 0, "symbols": ["C", "C", "C", "C", "N", "C", "N", "H", "H", "H", "H", "H", "H", "H", "H"], "positions_angstrom": [[-0.02, -1.44, -0.10], [-0.04, 0.06, 0.24], [-0.94, 0.36, 1.41], [1.27, 0.77, -0.01], [0.10, 1.06, -0.74], [-0.03, 0.71, -2.08], [-0.32, 0.52, -3.17], [0.73, -1.64, -0.97], [-1.07, -1.68, -0.45], [0.10, -2.19, 0.71], [-0.35, -0.03, 2.32], [-1.92, -0.03, 1.38], [-0.95, 1.53, 1.50], [1.52, 1.71, 0.61], [1.94, 0.28, -0.66]], "nbo_charge": [-0.64, 0.11, -0.61, -0.23, -0.46, 0.40, -0.36, 0.22, 0.22, 0.24, 0.22, 0.22, 0.22, 0.22, 0.21]}



Please write out number 3 again, unchanged.
{"formula": "C7H6NO3", "method": "ωB97M-V with the def2-TZVPD basis set", "e_tot_ha": -550.632950, "lumo_energy_ev": [3.78, 3.77], "e_above_lowest_ev": 5.356, "smiles": "O=Cc1ccccc1O[N-]O", "total_charge": -1, "symbols": ["O", "C", "C", "C", "C", "C", "C", "C", "O", "N", "O", "H", "H", "H", "H", "H", "H"], "positions_angstrom": [[1.84, -2.13, 0.02], [0.56, -2.01, 0.00], [-0.14, -0.74, 0.03], [-1.53, -0.89, 0.15], [-2.36, 0.18, 0.19], [-1.83, 1.47, -0.01], [-0.48, 1.68, -0.13], [0.53, 0.57, 0.00], [1.67, 1.26, 0.08], [3.06, 1.26, -0.06], [3.61, -0.02, 0.17], [0.12, -2.98, -0.17], [-1.99, -1.79, -0.02], [-3.39, -0.01, 0.16], [-2.55, 2.17, -0.01], [0.03, 2.64, -0.41], [2.83, -0.66, -0.01]], "nbo_charge": [-0.73, 0.26, -0.27, -0.17, -0.29, -0.27, -0.21, 0.25, -0.38, 0.06, -0.62, 0.12, 0.19, 0.18, 0.18, 0.21, 0.49]}